[1]
{
  "formula": "C24H30N6O",
  "method": "the ωB97M-V functional and the def2-TZVPD basis",
  "species": ["C", "C", "C", "C", "C", "C", "C", "N", "C", "C", "O", "C", "C", "C", "C", "N", "C", "N", "C", "N", "C", "C", "N", "C", "N", "C", "C", "C", "C", "C", "C", "H", "H", "H", "H", "H", "H", "H", "H", "H", "H", "H", "H", "H", "H", "H", "H", "H", "H", "H", "H", "H", "H", "H", "H", "H", "H", "H", "H", "H", "H"],
  "xyz": [[1.9575, 3.3026, -1.5599], [0.8452, 2.4220, -2.0421], [-0.4621, 2.8945, -2.0545], [-1.5076, 2.1030, -2.4914], [-1.2632, 0.8091, -2.9195], [0.0268, 0.3160, -2.9034], [1.0789, 1.1132, -2.4685], [2.4024, 0.5957, -2.5351], [2.9997, 0.6048, -3.8553], [3.0880, 0.0668, -1.4931], [4.2151, -0.3748, -1.6269], [2.3638, 0.0335, -0.1580], [3.2214, 0.6999, 0.9357], [4.1729, -0.3177, 1.5581], [3.3614, -1.3863, 2.3032], [2.0836, -1.5853, 1.6507], [0.9343, -1.4677, 2.3374], [1.0006, -1.4038, 3.6778], [-0.1074, -1.3403, 4.3915], [-1.3571, -1.3299, 3.9695], [-1.4347, -1.3874, 2.6384], [-0.3492, -1.4523, 1.7498], [-0.8294, -1.4829, 0.4610], [-2.1289, -1.4484, 0.5691], [-2.5581, -1.3926, 1.8667], [-3.9089, -1.3130, 2.3485], [-4.6289, -0.0639, 1.8394], [-5.0736, -0.1663, 0.3805], [-3.9292, -0.1864, -0.6327], [-3.0733, -1.4571, -0.5751], [2.1206, -1.4457, 0.2202], [1.9243, 3.3830, -0.4732], [2.9282, 2.9030, -1.8402], [1.8533, 4.3047, -1.9716], [-0.6548, 3.9045, -1.7219], [-2.5130, 2.4973, -2.5028], [-2.0748, 0.1900, -3.2698], [0.2330, -0.6945, -3.2231], [3.0498, 1.6251, -4.2412], [4.0043, 0.1945, -3.7669], [2.4147, -0.0053, -4.5461], [1.4018, 0.5432, -0.2337], [3.7891, 1.5274, 0.5074], [2.5660, 1.1029, 1.7119], [4.7684, -0.7626, 0.7607], [4.8528, 0.1742, 2.2542], [3.1519, -1.0828, 3.3304], [3.9076, -2.3364, 2.3252], [0.0319, -1.2883, 5.4638], [-3.8373, -1.2934, 3.4388], [-4.4600, -2.2114, 2.0460], [-5.5121, 0.0932, 2.4617], [-3.9726, 0.7998, 1.9663], [-5.7121, 0.6921, 0.1575], [-5.6814, -1.0663, 0.2541], [-3.2852, 0.6829, -0.4834], [-4.3617, -0.1106, -1.6329], [-2.4731, -1.5433, -1.4807], [-3.7253, -2.3333, -0.5075], [1.1800, -1.7916, -0.2077], [2.9455, -2.0571, -0.1573]],
  "energy_ha": -1336.40425,
  "largest_force_ha_per_bohr": 0.022,
  "e_lumo_ev": 0.660,
  "e_homo_ha": -0.2827
}


[2]
{
  "formula": "C5H9Br2",
  "method": "the ωB97M-V functional and the def2-TZVPD basis",
  "species": ["Br", "Br", "C", "C", "C", "C", "C", "H", "H", "H", "H", "H", "H", "H", "H", "H"],
  "xyz": [[1.4759, 0.9144, 2.6123], [0.5217, -0.4542, 4.2593], [1.6964, -0.7944, -0.7161], [0.7141, 0.3079, -0.7082], [-0.6230, 0.1246, -0.4160], [-1.5591, 1.3148, -0.4611], [-1.1337, -1.1280, -0.0902], [2.6507, -0.2699, -0.9341], [1.7606, -1.2949, 0.2763], [1.5031, -1.5677, -1.4939], [1.0926, 1.3029, -0.9259], [-2.5708, 0.9309, -0.2630], [-1.2830, 2.0614, 0.3039], [-1.5370, 1.8047, -1.4507], [-2.1927, -1.2315, 0.0862], [-0.5158, -2.0210, -0.0789]],
  "energy_ha": -5343.85883,
  "largest_force_ha_per_bohr": 0.020,
  "e_lumo_ev": [-1.775, -1.801],
  "s_squared": 0.78,
  "e_homo_ha": [-0.2749, -0.3533],
  "spin_multiplicity": 2
}


[3]
{
  "formula": "C31H21BrI2N4O2Zn",
  "method": "the ωB97M-V functional and the def2-TZVPD basis",
  "species": ["Zn", "Br", "C", "C", "C", "C", "O", "C", "C", "N", "C", "C", "C", "C", "C", "C", "C", "C", "N", "C", "C", "H", "H", "H", "H", "H", "H", "H", "H", "H", "H", "I", "C", "C", "C", "I", "C", "C", "C", "C", "N", "C", "C", "O", "H", "H", "H", "H", "N", "C", "C", "C", "C", "C", "C", "H", "H", "H", "H", "H", "H", "H"],
  "xyz": [[-0.1708, -0.5362, -0.0580], [7.1114, -0.4819, 0.2596], [5.2566, -0.8874, 0.3100], [4.7626, -1.7620, 1.2871], [3.4233, -2.0487, 1.3364], [2.4871, -1.4937, 0.4215], [1.2343, -1.7903, 0.5477], [3.0278, -0.6350, -0.5942], [2.2407, -0.1091, -1.6776], [0.9823, -0.3354, -1.7945], [0.1877, 0.0179, -2.8917], [0.6057, 0.6168, -4.0494], [-0.2880, 0.8456, -5.1139], [-1.5924, 0.4516, -5.0317], [-2.0640, -0.1779, -3.8563], [-3.3898, -0.6457, -3.7159], [-3.7681, -1.2761, -2.5671], [-2.8340, -1.4048, -1.5244], [-1.6033, -0.9572, -1.6039], [-1.1851, -0.3732, -2.7720], [4.4093, -0.3444, -0.6104], [5.4449, -2.2122, 1.9983], [3.0347, -2.7230, 2.0916], [2.7787, 0.4751, -2.4290], [1.6379, 0.9255, -4.1598], [0.0760, 1.3292, -6.0120], [-2.2753, 0.6033, -5.8602], [-4.0904, -0.5032, -4.5317], [-4.7696, -1.6646, -2.4375], [-3.1225, -1.8771, -0.5925], [4.7956, 0.3118, -1.3826], [-1.1116, 3.9803, -1.9528], [0.1021, 3.6827, -0.2747], [0.8227, 4.7539, 0.2704], [1.6420, 4.5662, 1.3488], [2.6493, 6.2316, 2.1354], [1.8011, 3.2797, 1.9155], [2.6712, 2.9582, 2.9817], [2.7822, 1.6670, 3.4115], [2.0119, 0.6725, 2.7849], [1.1689, 0.9343, 1.8162], [1.0494, 2.2067, 1.3680], [0.1303, 2.3953, 0.2662], [-0.5831, 1.4221, -0.1965], [0.7268, 5.7376, -0.1692], [3.2566, 3.7440, 3.4411], [3.4514, 1.4039, 4.2202], [2.1028, -0.3693, 3.0817], [-1.4903, -0.8684, 1.7138], [-2.6314, -1.6781, 1.9808], [-3.9099, -1.1395, 1.8905], [-5.0188, -1.9429, 2.1186], [-4.8621, -3.2841, 2.4393], [-3.5831, -3.8199, 2.5254], [-2.4701, -3.0228, 2.2971], [-0.6934, -1.1490, 2.2769], [-1.6670, 0.1160, 1.8856], [-4.0359, -0.0911, 1.6362], [-6.0113, -1.5130, 2.0493], [-5.7281, -3.9067, 2.6275], [-3.4470, -4.8648, 2.7754], [-1.4683, -3.4403, 2.3490]],
  "energy_ha": -6512.28828,
  "largest_force_ha_per_bohr": 0.007,
  "e_lumo_ev": -0.695,
  "e_homo_ha": -0.2666
}


[4]
{
  "formula": "C37H41As3F7HgN2O3STe",
  "method": "the ωB97M-V functional and the def2-TZVPD basis",
  "species": ["Hg", "C", "As", "C", "C", "C", "C", "C", "C", "C", "As", "C", "C", "H", "H", "H", "H", "H", "H", "H", "H", "H", "H", "H", "H", "H", "H", "H", "H", "C", "C", "C", "C", "N", "C", "S", "N", "C", "H", "H", "H", "H", "H", "H", "H", "H", "F", "C", "F", "H", "F", "Te", "F", "F", "F", "F", "O", "C", "C", "C", "C", "C", "C", "As", "C", "C", "C", "C", "C", "C", "C", "C", "C", "C", "C", "C", "H", "H", "H", "H", "H", "H", "H", "H", "H", "H", "H", "H", "H", "C", "O", "C", "O", "H", "H", "H"],
  "xyz": [[0.5026, -3.3035, 0.2187], [-2.6307, 1.8017, 1.2418], [-2.4442, 0.8003, -0.4515], [-2.6656, 2.4672, -1.5740], [-4.3632, 0.1643, -0.3956], [-5.4005, 1.0785, -0.3896], [-6.7336, 0.6704, -0.3219], [-7.0109, -0.7146, -0.2476], [-5.9481, -1.5988, -0.1884], [-4.6264, -1.2033, -0.2853], [-3.1521, -2.5214, -0.3887], [-3.7126, -3.1789, -2.2138], [-3.8338, -4.0795, 0.5477], [-3.6193, 2.2833, 1.3080], [-1.8815, 2.5785, 1.2440], [-2.4875, 1.1244, 2.0784], [-3.5127, 3.0618, -1.3014], [-2.6502, 2.1893, -2.6319], [-1.8043, 3.0742, -1.3271], [-5.2086, 2.1366, -0.3789], [-7.5503, 1.3761, -0.4195], [-8.0489, -1.0719, -0.2091], [-6.1933, -2.6420, -0.1510], [-4.8059, -3.0938, -2.2442], [-3.3801, -4.1899, -2.3920], [-3.2241, -2.4850, -2.8965], [-4.7787, -4.4757, 0.1699], [-3.8274, -3.9088, 1.6153], [-3.0846, -4.8667, 0.3987], [2.3145, -3.5488, 5.5779], [1.7174, -2.2690, 5.0465], [2.2287, -1.0022, 5.1685], [1.5489, 0.0345, 4.5927], [0.3800, -0.0973, 3.8714], [-0.1082, -1.2992, 3.7076], [-1.4140, -1.6609, 2.7011], [0.5027, -2.3866, 4.3348], [2.0634, 1.4206, 4.7397], [3.1570, -3.2506, 6.2313], [2.6600, -4.2153, 4.7673], [1.5875, -4.0184, 6.1893], [3.1419, -0.7909, 5.6977], [0.1114, -3.3050, 4.0787], [2.8331, 1.5451, 5.5020], [1.1897, 2.0823, 4.9368], [2.4307, 1.7987, 3.7644], [2.9405, -1.7399, 0.9859], [1.9125, -2.4102, 1.5991], [2.6093, -3.2569, 2.4372], [1.3835, -1.6163, 2.1459], [0.6196, -5.9929, -1.3078], [0.1346, -4.9323, -2.7587], [0.8183, -6.5250, -3.7670], [-1.5722, -5.8190, -2.8769], [0.3891, -1.2963, -3.0516], [2.0327, -4.2237, -2.1554], [-0.7660, -3.9099, -1.3549], [6.4147, 1.2409, 0.3059], [5.5086, 2.0495, 1.0121], [4.1524, 1.9715, 0.7482], [3.6855, 1.0687, -0.1648], [4.5786, 0.2551, -0.8595], [5.9426, 0.3222, -0.6390], [1.7960, 0.7946, -0.6326], [1.0927, 2.2817, 0.3698], [0.7244, 2.2568, 1.7029], [0.2106, 3.3804, 2.3051], [0.0528, 4.5648, 1.5708], [0.4607, 4.6054, 0.2456], [0.9621, 3.4533, -0.3678], [1.4259, 3.3257, -1.7852], [1.3903, 4.3207, -2.7355], [1.7331, 4.0505, -4.0314], [2.2337, 2.7975, -4.3762], [2.3366, 1.7876, -3.3961], [1.8861, 2.0448, -2.0990], [7.4848, 1.3057, 0.4695], [5.9077, 2.7340, 1.7418], [3.4812, 2.5727, 1.3104], [4.2057, -0.4174, -1.6237], [6.6301, -0.3062, -1.1887], [0.8008, 1.3172, 2.2825], [-0.0828, 3.3669, 3.3718], [-0.3606, 5.4536, 2.0675], [0.3191, 5.5557, -0.3017], [1.0286, 5.3042, -2.4980], [1.6075, 4.8488, -4.7602], [2.6019, 2.6124, -5.3601], [2.6533, 0.7946, -3.6601], [0.0063, 0.2008, -6.0916], [0.5400, -0.5850, -5.0219], [-0.3413, -0.7777, -4.0170], [-1.4777, -0.4852, -3.9777], [0.0051, 1.3104, -5.8987], [-1.0218, -0.1064, -6.2949], [0.6544, -0.0582, -6.9405]],
  "energy_ha": -9995.81387,
  "largest_force_ha_per_bohr": 0.043,
  "e_lumo_ev": [3.870, 3.870],
  "total_charge": -2,
  "s_squared": 0.77,
  "e_homo_ha": [-0.0075, -0.0887],
  "spin_multiplicity": 2
}


[5]
{
  "formula": "C17H28N6O6SeTi",
  "method": "the ωB97M-V functional and the def2-TZVPD basis",
  "species": ["O", "H", "Ti", "N", "N", "N", "N", "O", "O", "O", "O", "C", "C", "C", "C", "C", "H", "H", "H", "C", "H", "H", "H", "C", "C", "H", "H", "H", "H", "H", "H", "H", "H", "C", "H", "H", "H", "O", "H", "H", "C", "N", "C", "Se", "N", "C", "C", "C", "C", "C", "C", "H", "H", "H", "H", "H", "H", "H", "H"],
  "xyz": [[0.4236, -1.6603, -3.7920], [-0.5115, -1.9287, -4.0904], [-0.0771, 0.0604, -0.1147], [1.4211, -1.0912, -0.9497], [-0.6493, -1.8359, 0.3598], [0.6035, 1.9598, -0.3236], [-1.3477, 1.0553, 1.0902], [2.4902, -0.5478, -1.3414], [1.6648, 2.4159, -1.0947], [-2.4903, 0.4956, 1.6504], [-1.6923, -2.0301, 1.1217], [-0.0236, -2.8365, -0.3329], [1.1753, -2.4357, -0.9942], [-0.0011, 2.8697, 0.4739], [-1.0926, 2.3694, 1.2620], [2.1072, -3.3070, -1.7534], [2.2330, -2.9012, -2.7630], [1.7288, -4.3337, -1.8174], [3.0718, -3.3219, -1.2267], [-0.6342, -4.1922, -0.3900], [-1.6123, -4.1410, -0.8907], [-0.7735, -4.6229, 0.6102], [0.0027, -4.8716, -0.9650], [0.5693, 4.2297, 0.6225], [-1.8746, 3.1945, 2.2180], [1.2569, 4.4343, -0.2039], [1.1190, 4.2801, 1.5769], [-0.2401, 4.9728, 0.6398], [-2.4588, 2.5916, 2.9239], [-2.5639, 3.8337, 1.6469], [-1.1947, 3.8521, 2.7771], [2.2366, 1.6306, -1.3051], [-2.3589, -0.5092, 1.5010], [-1.4224, 0.1939, -1.5959], [-0.8807, -0.2432, -2.4450], [-1.6792, 1.2509, -1.8290], [-2.3654, -0.3752, -1.4683], [2.0529, 0.7420, -3.8475], [1.8190, -0.1137, -4.2704], [1.1714, 1.1180, -3.6513], [-0.9862, -0.1550, 4.1968], [0.3865, -0.4353, 4.6169], [1.5038, -0.3754, 3.8016], [1.7275, 0.2617, 2.0765], [2.5555, -0.7389, 4.6251], [2.1199, -0.9506, 5.9375], [2.8286, -1.1537, 7.1155], [2.0784, -1.2058, 8.3024], [0.6752, -1.0186, 8.2978], [-0.0263, -0.7685, 7.1041], [0.7404, -0.7560, 5.9358], [-1.6038, -0.2235, 5.1051], [-1.2923, -0.9193, 3.4580], [-1.0349, 0.8622, 3.7620], [3.5400, -0.7974, 4.3588], [3.9139, -1.2645, 7.0882], [2.5679, -1.3875, 9.2652], [0.1093, -1.0592, 9.2331], [-1.1089, -0.5934, 7.0668]],
  "energy_ha": -4694.97350,
  "largest_force_ha_per_bohr": 0.081,
  "e_lumo_ev": [-4.930, -4.985],
  "total_charge": 1,
  "s_squared": 1.23,
  "e_homo_ha": [-0.3786, -0.3719],
  "spin_multiplicity": 2
}


[6]
{
  "formula": "C27H27KN7O2S2",
  "method": "the ωB97M-V functional and the def2-TZVPD basis",
  "species": ["K", "N", "C", "C", "N", "C", "C", "N", "H", "H", "H", "H", "H", "H", "H", "H", "H", "H", "H", "H", "H", "O", "C", "O", "C", "C", "C", "N", "C", "C", "C", "C", "C", "C", "C", "N", "C", "C", "C", "C", "C", "N", "H", "H", "H", "H", "H", "H", "H", "H", "H", "H", "S", "C", "N", "C", "C", "C", "C", "C", "C", "S", "H", "H", "H", "H"],
  "xyz": [[0.2146, -0.0705, -0.1939], [-1.0460, -0.4579, 2.1714], [-1.4990, 0.6784, 2.9529], [-0.6114, 1.8928, 2.7023], [-0.4924, 2.1822, 1.2869], [0.3064, 3.3511, 0.9502], [1.7702, 3.0145, 0.6933], [1.8928, 2.0563, -0.4054], [-1.7131, -1.2161, 2.1379], [-0.1523, -0.8232, 2.4886], [-1.5455, 0.5043, 4.0389], [-2.5184, 0.9210, 2.6349], [0.3922, 1.6923, 3.0955], [-1.0022, 2.7480, 3.2813], [-1.4008, 2.2396, 0.8414], [0.2492, 4.1286, 1.7276], [-0.1066, 3.7717, 0.0312], [2.2152, 2.5715, 1.5913], [2.3006, 3.9598, 0.5094], [2.8419, 2.0189, -0.7549], [1.2949, 2.3323, -1.1838], [0.4668, -7.6377, -0.3011], [1.2751, -6.9568, 0.3568], [2.2598, -7.3034, 1.0345], [1.0431, -5.4304, 0.2862], [-0.0292, -4.8934, -0.4098], [-0.2038, -3.5172, -0.4580], [0.6328, -2.6633, 0.1443], [1.6718, -3.1804, 0.8027], [1.9082, -4.5417, 0.9081], [2.6038, -2.2069, 1.4530], [3.9797, -2.3958, 1.3414], [4.8357, -1.4935, 1.9446], [4.2950, -0.4308, 2.6503], [2.9156, -0.3264, 2.7138], [2.0790, -1.1807, 2.1327], [-1.3618, -2.9102, -1.2025], [-1.9529, -3.5697, -2.2758], [-3.0003, -2.9579, -2.9410], [-3.4395, -1.7153, -2.5158], [-2.7968, -1.1329, -1.4348], [-1.7859, -1.7119, -0.7929], [-0.7097, -5.5859, -0.8858], [2.7393, -4.9504, 1.4686], [4.3558, -3.2352, 0.7731], [5.9077, -1.6198, 1.8615], [4.9197, 0.3017, 3.1422], [2.4590, 0.4909, 3.2628], [-1.5747, -4.5287, -2.5994], [-3.4557, -3.4442, -3.7944], [-4.2426, -1.1937, -3.0173], [-3.0830, -0.1456, -1.0892], [-1.3129, 2.4927, -2.3451], [-0.4395, 1.3094, -3.2481], [0.2542, 0.3064, -2.7723], [0.7954, -0.4706, -3.7802], [1.5259, -1.6400, -3.5674], [1.9877, -2.3535, -4.6573], [1.7324, -1.9133, -5.9599], [1.0048, -0.7570, -6.1839], [0.5339, -0.0408, -5.0897], [-0.4293, 1.3972, -5.0108], [1.7064, -1.9887, -2.5573], [2.5421, -3.2696, -4.4991], [2.0978, -2.4876, -6.8013], [0.7984, -0.4274, -7.1942]],
  "energy_ha": -2975.37601,
  "largest_force_ha_per_bohr": 0.012,
  "e_lumo_ev": 1.848,
  "total_charge": -1,
  "e_homo_ha": -0.1779
}